C7H10F2NO | ωB97M-V/def2-TZVPD

CARTESIAN COORDINATES (ANGSTROEM)
N: 0.8109 -1.4807 -0.0579
C: 0.8954 2.1527 -1.2052
H: 2.2583 0.7716 -0.2173
C: -0.3804 2.6597 -1.1244
H: 0.8150 -2.5856 1.7049
H: 0.3881 -1.9767 -0.8192
F: -3.7219 2.6328 0.5605
F: -0.6772 3.7578 -1.8481
H: -0.5478 -0.2562 -0.8481
C: 0.0845 -1.9822 1.0982
H: -0.2609 -1.1869 1.7032
C: -2.7385 2.7259 -0.4005
C: -1.4377 2.3894 -0.1487
H: 1.7504 -1.4988 0.0684
H: -0.7162 -2.6121 0.7036
C: 0.4529 -0.1050 -0.5293
C: 1.2797 0.9346 -0.6143
O: -3.1691 3.0493 -1.5636
H: -1.2034 2.1339 0.8298
H: -4.1869 3.1801 -1.6294
H: 1.6451 2.6267 -1.9149

Values from the calculation:
ΔE to the lowest compared entry with this formula, charge and spin: 0.0 kcal/mol
charge: +1



C28H27F5GeIrN3O7Te | ωB97M-V/def2-TZVPD

CARTESIAN COORDINATES (ANGSTROEM)
H: -4.6568 -0.2323 -0.6471
C: -4.0767 -1.1709 -2.9363
C: 1.4674 -2.2404 3.5101
H: -1.1623 -3.4535 -1.6712
H: 3.7848 -4.3780 -0.7492
C: -1.8716 -2.7928 -2.1485
C: 1.5170 -2.6459 1.0921
N: -0.2655 -1.8243 -0.2540
H: 0.7656 3.0854 -2.7523
C: -4.0026 -2.4683 -3.2755
C: -2.8689 -3.2838 -2.9050
H: 3.7371 -3.6678 3.4705
C: -1.7271 -1.3598 -1.9061
N: -1.1028 -0.9646 -0.6286
C: -1.6261 -0.4609 -3.1205
C: -4.2089 0.7561 -0.7716
C: 2.8167 1.1645 2.8186
H: -0.1964 -1.1505 4.2865
Ir: -1.4549 0.7197 0.4182
H: -0.1821 0.0121 -5.8241
F: 0.6263 3.8722 0.2967
C: -0.3452 -1.3612 2.1454
H: 4.8143 -4.6802 1.4897
H: 1.4029 -0.4839 -1.9654
C: -0.2688 2.7423 -2.8079
C: 3.3163 -3.9383 0.1229
H: 2.2857 0.6721 -2.9686
C: 1.4511 -0.0299 -2.9539
C: 1.5681 1.2779 2.1858
H: -4.8661 -2.9529 -3.7132
Te: -1.3617 3.7283 0.5711
H: -3.6155 2.0986 0.5038
H: 0.5438 1.6236 -5.7467
F: -3.0679 3.7370 1.5861
H: 1.7214 -3.0756 -1.0071
C: 0.3000 -1.8815 0.9897
C: 0.4668 1.9439 2.8437
H: -0.7034 2.9090 -1.8308
H: 2.3856 0.2700 0.4862
F: -1.4409 5.3787 -0.3208
C: 2.1574 -3.2147 -0.0271
C: -0.2708 1.0016 -5.3721
C: 3.0126 1.7342 4.0435
C: 3.9005 -4.1099 1.3856
F: -0.9331 4.8183 2.0721
H: -1.2129 1.4469 -5.6971
O: -1.4623 -0.7674 2.0845
C: 0.7559 2.5600 4.1102
O: 0.5570 0.9311 0.0518
H: -1.6663 -1.0452 -4.0361
O: -3.6805 1.1131 0.4965
C: 1.4917 0.7851 0.8640
H: -4.9343 1.4966 -1.1030
C: 2.1105 -2.8119 2.3615
F: -2.9146 3.3987 -0.8405
C: 3.3022 -3.5451 2.4852
H: 2.1912 2.9258 5.6371
Ge: -0.2148 0.8949 -3.4052
H: 1.6398 -0.8112 -3.6923
O: -0.7087 1.9889 2.3868
H: -5.0129 -0.6308 -3.0190
H: 3.6303 0.6429 2.3315
H: -0.0484 3.1127 4.5750
C: -2.9242 -0.4399 -2.4144
H: -2.9038 -4.3444 -3.1182
C: 0.2982 -1.5739 3.4221
C: 1.9805 2.4587 4.6858
N: 4.3104 1.6260 4.6804
H: -0.8181 3.3448 -3.5293
O: -3.1405 0.7084 -1.6770
O: 5.1644 0.9356 4.1465
H: 1.9569 -2.3545 4.4716
O: 4.4876 2.2303 5.7266

Values from the calculation:
ΔE to the lowest compared entry with this formula, charge and spin: 43.3 kcal/mol
charge: -1
multiplicity: 2



C26H36N4O4 | ωB97M-V/def2-TZVPD

CARTESIAN COORDINATES (ANGSTROEM)
H: 1.9044 0.5998 3.2039
C: -0.0917 0.3471 4.0117
O: 0.4521 -1.5482 -2.4518
C: -3.1082 -1.6958 -2.5994
H: 4.4798 0.3626 1.5556
C: 0.9426 0.1814 2.8969
H: -2.1349 -1.5939 -3.0913
C: -3.5980 0.0502 -0.8778
C: 2.9255 -1.1419 0.0607
N: 1.1370 -1.2063 2.5351
H: 0.6760 2.2187 4.7392
H: -4.2638 1.9126 -1.6806
C: -3.0078 -1.0810 -1.2396
H: 0.0394 -3.8255 1.8655
H: -4.8815 0.9476 -3.9381
H: -0.5583 2.3799 3.4926
H: -3.2975 -2.7687 -2.5020
H: 0.6021 0.7119 2.0039
H: -1.0431 -0.0673 3.6722
C: 1.9520 2.4401 -0.4838
H: 1.7794 -3.5050 1.7335
H: -0.3445 0.3806 -2.9043
H: -2.2991 1.6212 5.1128
C: -4.4492 0.8464 -1.8265
C: 3.7832 0.9691 0.9967
H: 1.7822 -1.7474 3.0876
H: -0.1601 -3.2461 -0.6104
C: 0.1749 1.1166 -2.2819
O: -0.2843 -1.1809 0.7962
H: -4.3265 1.0183 0.8997
N: -1.1821 1.3461 -0.2783
C: 2.8268 3.0671 0.3781
O: -1.4026 2.8751 -1.9331
C: 0.4973 -1.7918 1.5084
H: -2.3762 -1.6073 -0.5368
N: 1.1371 0.3832 -1.4872
H: 4.4326 2.8454 1.7855
C: -3.3895 0.6286 0.4967
H: -1.4512 3.0467 5.7130
H: -0.8300 0.4277 -0.0253
C: -4.1559 0.4707 -3.2760
C: -0.8947 1.8681 -1.4793
H: -1.0654 1.4526 6.3618
C: 1.1612 -0.9855 -1.6474
H: 0.7163 -4.7451 -0.2573
H: 0.2261 -0.2172 4.8917
H: 2.8850 -3.5407 -0.5163
C: -2.3560 1.7656 0.4530
C: 3.7511 2.3391 1.1199
H: -5.1793 -1.4057 -3.1080
H: -4.0821 -1.3189 -4.4893
H: -2.0697 2.0509 1.4709
C: 2.9053 0.3163 0.1306
N: 2.0546 -1.6901 -0.8598
H: 2.7903 4.1418 0.4735
C: 0.8009 -3.2667 1.3144
C: -4.2028 -1.0440 -3.4395
C: -0.2751 1.8158 4.3838
H: -3.1632 0.8374 -3.5451
O: 3.6361 -1.8437 0.7571
C: 1.9593 -3.1425 -0.9361
H: 1.8714 -3.4202 -1.9882
H: -3.0177 -0.1524 1.1625
C: 1.9817 1.0486 -0.6263
H: 0.6809 1.8277 -2.9420
H: 1.2449 3.0325 -1.0392
C: 0.7455 -3.6592 -0.1630
H: -2.7564 2.6427 -0.0601
C: -1.3387 1.9955 5.4598
H: -5.5060 0.6641 -1.6007

Values from the calculation:
ΔE to the lowest compared entry with this formula, charge and spin: 0.7 kcal/mol
charge: 0



C3H4O2 | ωB97M-V/def2-TZVPD

CARTESIAN COORDINATES (ANGSTROEM)
O: -0.5325 -1.4105 -0.8755
H: 0.9449 -0.2504 -1.1852
C: -1.2378 -0.9551 -0.0624
H: 1.9962 1.1839 -0.2219
C: 1.1948 0.5080 -0.6032
H: -2.1031 -1.5121 0.6473
C: 0.3319 0.6958 0.4726
O: -1.0229 0.3271 0.4211
H: 0.4285 1.4132 1.4073

Values from the calculation:
ΔE to the lowest compared entry with this formula, charge and spin: 65.2 kcal/mol
charge: 0



C16H14BF4FeN2OS2 | ωB97M-V/def2-TZVPD

CARTESIAN COORDINATES (ANGSTROEM)
C: 1.2898 0.5372 0.5907
F: 0.8072 3.4496 -1.5995
C: -3.4801 -0.5753 1.3155
C: 5.0311 0.8736 0.6261
H: 1.9373 -0.6124 2.2803
H: -5.4634 -4.4951 -0.2068
S: -3.6007 0.6779 -0.0088
Fe: 0.4467 1.6850 -2.0377
N: 0.2918 0.9183 -0.1428
C: -1.9157 0.8130 -0.5004
C: -2.1471 -3.8573 -0.0427
C: -4.5896 -2.6788 0.5153
H: -1.1897 -4.3113 -0.2641
C: 3.7231 0.7613 1.0386
F: -0.3545 5.4181 -2.2274
H: 4.5155 0.8962 -2.7333
C: 1.0442 -0.1147 1.9190
C: -3.3205 -4.5540 -0.2894
S: -1.7253 1.0952 -2.2202
N: -0.9786 0.7168 0.3747
H: -3.2829 -5.5570 -0.6937
B: 0.6800 5.1358 -1.4022
H: -5.5471 -2.2136 0.7200
H: 0.2374 -0.8365 1.8329
F: 0.4323 5.2250 -0.0767
C: 5.3220 0.9020 -0.7387
H: 3.5014 0.7421 2.0967
C: -2.1967 -2.5763 0.4870
H: -4.3818 -0.4205 1.9070
C: -4.5433 -3.9600 -0.0109
H: -1.2796 -2.0330 0.6689
C: 2.9788 0.7969 -1.2581
O: 2.0160 0.8061 -2.1807
C: 4.3110 0.8619 -1.6722
H: 0.7191 0.6321 2.6462
C: 2.6668 0.7112 0.1154
H: 5.8264 0.9379 1.3552
H: -2.6160 -0.3215 1.9245
C: -3.4179 -1.9758 0.7774
F: 1.9023 5.5370 -1.8148
H: 6.3503 0.9630 -1.0703

Values from the calculation:
ΔE to the lowest compared entry with this formula, charge and spin: 0.0 kcal/mol
charge: 0
multiplicity: 6